# 1
{
  "formula": "C5H15NO",
  "method": "ωB97M-V with the def2-TZVPD basis set",
  "elements": ["N", "C", "C", "C", "C", "C", "H", "H", "H", "H", "H", "H", "H", "H", "H", "H", "H", "H", "H", "O", "H", "H"],
  "xyz": [[-0.570952, 0.657825, 0.647905], [-2.024578, 0.737715, 0.462666], [1.530130, 1.925362, -0.028377], [-0.526892, -1.653909, 1.405736], [0.082159, 1.549206, -0.314697], [-0.106329, -0.709974, 0.249937], [-2.537742, 0.051736, 1.157428], [-2.296303, 0.460903, -0.569885], [-2.378412, 1.764302, 0.656376], [2.228317, 1.078957, -0.141228], [1.676393, 2.371395, 0.969754], [1.771055, 2.684335, -0.791617], [-1.598260, -1.912393, 1.361565], [-0.286805, -1.322823, 2.430117], [0.062826, -2.558540, 1.181093], [-0.504264, 2.483445, -0.408253], [0.123522, 1.076214, -1.314705], [-0.533529, -1.128483, -0.681623], [0.995622, -0.709564, 0.144356], [1.757103, -2.306991, -1.758741], [2.246966, -2.563180, -2.572772], [0.889971, -1.975537, -2.085035]],
  "forces_ev_per_angstrom": [[0.5051, -0.6262, -1.8859], [0.0018, 0.0120, 0.2786], [0.1783, 0.2526, 0.1622], [0.6300, -0.9767, -0.8445], [-0.0446, 0.7002, -0.2212], [-0.3756, 0.2140, 2.6908], [0.2143, 0.3518, -0.2916], [-0.1460, 0.0508, 0.0655], [0.1809, -0.4101, -0.0247], [-0.2932, 0.3250, 0.0469], [-0.1462, -0.1857, -0.3647], [0.2713, -0.2582, 0.3378], [0.4605, 0.0843, -0.0016], [0.0526, 0.2018, -0.6623], [-0.4707, -0.1377, 0.5220], [0.1981, -0.4051, 0.0753], [-0.4679, 0.1553, 0.0049], [-0.1459, 0.6073, 0.0245], [-0.6636, 0.0676, 0.1304], [-0.3375, 0.0614, -1.2036], [-0.5420, 0.2652, 0.8568], [0.9405, -0.3496, 0.3045]],
  "de_lowest_ev": 1.2312,
  "e_homo_ev": -8.8,
  "gap_ev": 9.564,
  "smiles": "CCN(C)CC.O",
  "lumo_ev": 0.74
}

---

# 2
{
  "formula": "C5H15NO",
  "method": "ωB97M-V with the def2-TZVPD basis set",
  "elements": ["C", "C", "N", "C", "C", "C", "H", "H", "H", "H", "H", "H", "H", "H", "H", "H", "H", "H", "H", "H", "H", "O"],
  "xyz": [[-0.402903, -1.415362, 2.403587], [-1.087846, -0.815575, 1.205402], [-0.337813, 0.356684, 0.782293], [-0.747868, 1.433584, -0.120399], [-1.239176, 0.820409, -1.508296], [1.006074, -0.038615, 0.353822], [0.241996, -0.634391, 2.882111], [0.402943, -2.052351, 2.097837], [-1.000251, -1.981725, 3.067135], [-1.436398, -1.575568, 0.462008], [-2.012713, -0.329006, 1.622693], [-1.593489, 2.014849, 0.428835], [0.018977, 2.233506, -0.133740], [-0.588270, 0.983551, -2.316159], [-1.411483, -0.316115, -1.579412], [-2.180382, 1.366639, -1.777508], [1.853896, 0.732629, 0.197706], [1.568033, -0.570651, 1.113586], [0.969571, -0.669773, -0.603320], [2.404148, -0.442176, -2.367328], [2.749301, 0.930187, -3.143642], [2.823644, -0.030735, -3.067201]],
  "forces_ev_per_angstrom": [[2.7792, 0.7976, -0.3124], [-3.1008, 1.4675, 2.0928], [2.8570, -1.1039, -3.7505], [-2.7975, 1.2980, 1.5514], [-1.7865, -0.5244, 0.6962], [3.2600, 0.1619, -0.2153], [-1.2736, -0.3775, 0.3837], [0.1933, -0.9506, -0.4193], [-0.8834, -0.0961, 0.6535], [0.7750, 0.9913, -0.0668], [0.2894, -0.6739, -0.6570], [0.8269, -1.3156, -1.1529], [0.0304, -1.0440, -0.4762], [1.3739, 0.6039, -0.7424], [0.0112, 1.7760, 0.8187], [0.7126, -0.7690, 0.3212], [-2.2705, -0.1503, -0.2089], [-0.6703, -0.8619, 0.1585], [-0.3640, 0.7561, 1.3713], [-1.3610, -0.4719, 2.1713], [-0.3240, -0.5250, 0.6308], [1.7228, 1.0118, -2.8478]],
  "total_charge": 1,
  "multiplicity": 2,
  "de_lowest_ev": 2.1999,
  "e_homo_ev": [-14.6, -14.6],
  "gap_ev": [11.793, 6.914],
  "lumo_ev": [-2.86, -7.73],
  "s2": 0.754
}

---

# 3
{
  "formula": "C5H15NO2",
  "method": "ωB97M-V with the def2-TZVPD basis set",
  "elements": ["N", "C", "C", "C", "C", "C", "H", "H", "H", "H", "H", "H", "H", "H", "H", "H", "H", "H", "H", "O", "H", "H", "O"],
  "xyz": [[1.218410, 2.349541, -0.176680], [2.354960, 1.503878, 0.110686], [2.293372, 0.239117, -0.773954], [0.836780, 0.220368, -1.307188], [0.129111, 1.455219, -0.666814], [-0.765112, 1.126521, 0.519586], [1.439362, 3.023869, -0.893042], [3.303676, 1.996719, -0.068816], [2.340310, 1.198135, 1.159141], [2.448440, -0.691441, -0.239043], [2.941160, 0.289331, -1.652303], [0.256090, -0.569784, -0.825198], [0.621577, 0.196454, -2.368028], [-0.414720, 2.023318, -1.398634], [-1.534291, 1.891591, 0.611952], [-0.200725, 1.119110, 1.448385], [-1.389525, 0.232073, 0.397746], [-1.310642, -5.325013, 1.186275], [-0.199465, -4.793882, 2.106861], [-0.424642, -5.512783, 1.510391], [-4.470786, -0.885673, -0.290514], [-4.652356, -0.115756, 1.007562], [-4.820995, -0.970912, 0.601619]],
  "forces_ev_per_angstrom": [[-0.4957, -0.0198, -0.3523], [0.6134, -0.7668, 0.0895], [-1.1785, 0.0707, -1.1782], [-1.4325, 0.2579, 1.7117], [1.2274, 0.4701, 0.3347], [-1.0043, 0.1334, -0.2306], [0.1472, 0.0184, -0.1148], [0.0465, 0.4140, 0.1630], [-0.0244, 0.0662, 0.0656], [0.4530, 0.0317, 0.1106], [0.3338, 0.0043, 0.3461], [0.4021, -0.6356, -0.5453], [0.5875, -0.0942, -0.2604], [-0.4591, 0.1348, -0.3997], [0.1884, 0.4428, 0.2131], [0.0178, -0.2895, 0.0425], [0.5652, -0.2469, 0.0055], [0.0324, 0.0749, 0.0759], [-0.0943, 0.0438, -0.0098], [0.0562, -0.1128, -0.0652], [-0.0254, -0.0311, -0.0040], [-0.0140, 0.0178, 0.0501], [0.0570, 0.0160, -0.0480]],
  "de_lowest_ev": 1.1728,
  "e_homo_ev": -9.0,
  "gap_ev": 9.488,
  "smiles": "C[C@@H]1CCCN1.O.O",
  "lumo_ev": 0.49
}

---

Repeat the second record exactly.
{
  "formula": "C5H15NO",
  "method": "ωB97M-V with the def2-TZVPD basis set",
  "elements": ["C", "C", "N", "C", "C", "C", "H", "H", "H", "H", "H", "H", "H", "H", "H", "H", "H", "H", "H", "H", "H", "O"],
  "xyz": [[-0.402903, -1.415362, 2.403587], [-1.087846, -0.815575, 1.205402], [-0.337813, 0.356684, 0.782293], [-0.747868, 1.433584, -0.120399], [-1.239176, 0.820409, -1.508296], [1.006074, -0.038615, 0.353822], [0.241996, -0.634391, 2.882111], [0.402943, -2.052351, 2.097837], [-1.000251, -1.981725, 3.067135], [-1.436398, -1.575568, 0.462008], [-2.012713, -0.329006, 1.622693], [-1.593489, 2.014849, 0.428835], [0.018977, 2.233506, -0.133740], [-0.588270, 0.983551, -2.316159], [-1.411483, -0.316115, -1.579412], [-2.180382, 1.366639, -1.777508], [1.853896, 0.732629, 0.197706], [1.568033, -0.570651, 1.113586], [0.969571, -0.669773, -0.603320], [2.404148, -0.442176, -2.367328], [2.749301, 0.930187, -3.143642], [2.823644, -0.030735, -3.067201]],
  "forces_ev_per_angstrom": [[2.7792, 0.7976, -0.3124], [-3.1008, 1.4675, 2.0928], [2.8570, -1.1039, -3.7505], [-2.7975, 1.2980, 1.5514], [-1.7865, -0.5244, 0.6962], [3.2600, 0.1619, -0.2153], [-1.2736, -0.3775, 0.3837], [0.1933, -0.9506, -0.4193], [-0.8834, -0.0961, 0.6535], [0.7750, 0.9913, -0.0668], [0.2894, -0.6739, -0.6570], [0.8269, -1.3156, -1.1529], [0.0304, -1.0440, -0.4762], [1.3739, 0.6039, -0.7424], [0.0112, 1.7760, 0.8187], [0.7126, -0.7690, 0.3212], [-2.2705, -0.1503, -0.2089], [-0.6703, -0.8619, 0.1585], [-0.3640, 0.7561, 1.3713], [-1.3610, -0.4719, 2.1713], [-0.3240, -0.5250, 0.6308], [1.7228, 1.0118, -2.8478]],
  "total_charge": 1,
  "multiplicity": 2,
  "de_lowest_ev": 2.1999,
  "e_homo_ev": [-14.6, -14.6],
  "gap_ev": [11.793, 6.914],
  "lumo_ev": [-2.86, -7.73],
  "s2": 0.754
}

---

Copy entry 1 word for word.
{
  "formula": "C5H15NO",
  "method": "ωB97M-V with the def2-TZVPD basis set",
  "elements": ["N", "C", "C", "C", "C", "C", "H", "H", "H", "H", "H", "H", "H", "H", "H", "H", "H", "H", "H", "O", "H", "H"],
  "xyz": [[-0.570952, 0.657825, 0.647905], [-2.024578, 0.737715, 0.462666], [1.530130, 1.925362, -0.028377], [-0.526892, -1.653909, 1.405736], [0.082159, 1.549206, -0.314697], [-0.106329, -0.709974, 0.249937], [-2.537742, 0.051736, 1.157428], [-2.296303, 0.460903, -0.569885], [-2.378412, 1.764302, 0.656376], [2.228317, 1.078957, -0.141228], [1.676393, 2.371395, 0.969754], [1.771055, 2.684335, -0.791617], [-1.598260, -1.912393, 1.361565], [-0.286805, -1.322823, 2.430117], [0.062826, -2.558540, 1.181093], [-0.504264, 2.483445, -0.408253], [0.123522, 1.076214, -1.314705], [-0.533529, -1.128483, -0.681623], [0.995622, -0.709564, 0.144356], [1.757103, -2.306991, -1.758741], [2.246966, -2.563180, -2.572772], [0.889971, -1.975537, -2.085035]],
  "forces_ev_per_angstrom": [[0.5051, -0.6262, -1.8859], [0.0018, 0.0120, 0.2786], [0.1783, 0.2526, 0.1622], [0.6300, -0.9767, -0.8445], [-0.0446, 0.7002, -0.2212], [-0.3756, 0.2140, 2.6908], [0.2143, 0.3518, -0.2916], [-0.1460, 0.0508, 0.0655], [0.1809, -0.4101, -0.0247], [-0.2932, 0.3250, 0.0469], [-0.1462, -0.1857, -0.3647], [0.2713, -0.2582, 0.3378], [0.4605, 0.0843, -0.0016], [0.0526, 0.2018, -0.6623], [-0.4707, -0.1377, 0.5220], [0.1981, -0.4051, 0.0753], [-0.4679, 0.1553, 0.0049], [-0.1459, 0.6073, 0.0245], [-0.6636, 0.0676, 0.1304], [-0.3375, 0.0614, -1.2036], [-0.5420, 0.2652, 0.8568], [0.9405, -0.3496, 0.3045]],
  "de_lowest_ev": 1.2312,
  "e_homo_ev": -8.8,
  "gap_ev": 9.564,
  "smiles": "CCN(C)CC.O",
  "lumo_ev": 0.74
}

---

What did the third record say?
{
  "formula": "C5H15NO2",
  "method": "ωB97M-V with the def2-TZVPD basis set",
  "elements": ["N", "C", "C", "C", "C", "C", "H", "H", "H", "H", "H", "H", "H", "H", "H", "H", "H", "H", "H", "O", "H", "H", "O"],
  "xyz": [[1.218410, 2.349541, -0.176680], [2.354960, 1.503878, 0.110686], [2.293372, 0.239117, -0.773954], [0.836780, 0.220368, -1.307188], [0.129111, 1.455219, -0.666814], [-0.765112, 1.126521, 0.519586], [1.439362, 3.023869, -0.893042], [3.303676, 1.996719, -0.068816], [2.340310, 1.198135, 1.159141], [2.448440, -0.691441, -0.239043], [2.941160, 0.289331, -1.652303], [0.256090, -0.569784, -0.825198], [0.621577, 0.196454, -2.368028], [-0.414720, 2.023318, -1.398634], [-1.534291, 1.891591, 0.611952], [-0.200725, 1.119110, 1.448385], [-1.389525, 0.232073, 0.397746], [-1.310642, -5.325013, 1.186275], [-0.199465, -4.793882, 2.106861], [-0.424642, -5.512783, 1.510391], [-4.470786, -0.885673, -0.290514], [-4.652356, -0.115756, 1.007562], [-4.820995, -0.970912, 0.601619]],
  "forces_ev_per_angstrom": [[-0.4957, -0.0198, -0.3523], [0.6134, -0.7668, 0.0895], [-1.1785, 0.0707, -1.1782], [-1.4325, 0.2579, 1.7117], [1.2274, 0.4701, 0.3347], [-1.0043, 0.1334, -0.2306], [0.1472, 0.0184, -0.1148], [0.0465, 0.4140, 0.1630], [-0.0244, 0.0662, 0.0656], [0.4530, 0.0317, 0.1106], [0.3338, 0.0043, 0.3461], [0.4021, -0.6356, -0.5453], [0.5875, -0.0942, -0.2604], [-0.4591, 0.1348, -0.3997], [0.1884, 0.4428, 0.2131], [0.0178, -0.2895, 0.0425], [0.5652, -0.2469, 0.0055], [0.0324, 0.0749, 0.0759], [-0.0943, 0.0438, -0.0098], [0.0562, -0.1128, -0.0652], [-0.0254, -0.0311, -0.0040], [-0.0140, 0.0178, 0.0501], [0.0570, 0.0160, -0.0480]],
  "de_lowest_ev": 1.1728,
  "e_homo_ev": -9.0,
  "gap_ev": 9.488,
  "smiles": "C[C@@H]1CCCN1.O.O",
  "lumo_ev": 0.49
}